No. 1
DFT (ωB97M-V with the def2-TZVPD basis set) results for an isolated molecule of C11H23IOSi.

For the max |F|, the calculation gives 1.876 eV Å⁻¹. The net charge is 0. As for the gap between HOMO and LUMO: 9.31 eV. The LUMO energy is 0.7 eV. The total energy is -29806.863 eV. Its SMILES is C/C(=C\I)CCO[Si](C)(C)C(C)(C)C.

```
37
Properties=species:S:1:pos:R:3:nbo_charge:R:1
C -1.220 -2.742 3.416 -0.654
C -1.448 -1.761 2.355 -0.033
C -1.214 -0.490 2.585 -0.368
I -0.381 0.417 4.235 0.122
C -1.949 -2.172 1.004 -0.447
C -1.087 -1.648 -0.136 -0.038
O -1.085 -0.247 -0.242 -0.906
Si -0.059 0.427 -1.412 1.981
C -1.041 1.713 -2.424 -1.145
C 0.652 -0.812 -2.597 -1.177
C 1.299 1.453 -0.580 -0.506
C 0.562 2.612 0.135 -0.608
C 1.998 0.623 0.469 -0.611
C 2.317 1.897 -1.624 -0.606
H -0.252 -2.692 3.872 0.234
H -1.872 -2.502 4.262 0.232
H -1.390 -3.783 3.062 0.212
H -1.449 0.255 1.838 0.235
H -1.996 -3.269 0.937 0.218
H -2.985 -1.849 0.914 0.227
H -1.414 -2.029 -1.135 0.172
H -0.062 -1.949 0.008 0.165
H -1.903 2.056 -1.864 0.242
H -1.441 1.278 -3.331 0.232
H -0.405 2.538 -2.723 0.232
H 1.030 -1.636 -1.999 0.235
H -0.038 -1.247 -3.307 0.246
H 1.480 -0.383 -3.139 0.250
H 1.265 3.100 0.782 0.205
H -0.237 2.195 0.733 0.212
H 0.168 3.367 -0.576 0.211
H 2.667 1.252 1.069 0.205
H 2.548 -0.197 -0.035 0.201
H 1.236 0.184 1.132 0.215
H 1.809 2.318 -2.479 0.203
H 2.927 1.080 -1.974 0.206
H 2.971 2.644 -1.232 0.207
```

---

No. 2
DFT (ωB97M-V with the def2-TZVPD basis set) results for a cluster of 2 separate species, C11H23N2O3 in total.

For the max |F|, the calculation gives 7.604 eV Å⁻¹. The net charge is -1. As for the gap between HOMO and LUMO: 6.90 eV. The LUMO energy is 2.7 eV. The total energy is -20899.314 eV.

```
39
Properties=species:S:1:pos:R:3:nbo_charge:R:1
C 0.327 -0.666 1.864 -0.659
C 0.329 0.913 2.367 -0.408
C -0.800 1.809 1.523 0.049
N -0.631 1.440 0.067 -0.888
C -2.253 1.427 2.179 -0.509
C -3.542 1.629 1.188 0.315
C -4.471 0.304 0.766 -0.686
N -3.877 2.901 0.729 -0.660
C -0.494 3.424 1.779 0.708
O -0.315 3.812 3.048 -0.753
O -0.459 4.435 0.691 -0.842
H 0.227 -1.340 2.839 0.192
H 1.321 -0.969 1.320 0.217
H -0.616 -0.942 1.201 0.226
H -0.091 0.884 3.483 0.218
H 1.409 1.366 2.305 0.223
H 0.418 1.430 -0.085 0.354
H -0.969 2.210 -0.579 0.398
H -2.212 0.316 2.599 0.204
H -2.385 2.117 3.137 0.264
H -5.474 0.705 0.274 0.230
H -4.724 -0.303 1.753 0.211
H -3.906 -0.431 0.040 0.229
H -3.204 3.598 1.121 0.366
C 0.908 -2.221 -3.435 -0.643
C 1.245 -1.478 -2.152 -0.073
O 1.992 -2.259 -1.222 -0.536
C 3.259 -2.736 -1.669 -0.061
C 4.222 -1.625 -2.053 -0.645
H 0.344 -3.134 -3.211 0.208
H 0.306 -1.588 -4.095 0.216
H 1.805 -2.516 -3.983 0.194
H 0.312 -1.201 -1.651 0.211
H 1.769 -0.541 -2.365 0.161
H 3.127 -3.447 -2.491 0.154
H 3.691 -3.305 -0.837 0.184
H 3.845 -1.027 -2.886 0.205
H 5.188 -2.045 -2.350 0.207
H 4.380 -0.946 -1.208 0.217
```

---

No. 3
DFT (ωB97M-V with the def2-TZVPD basis set) results for an isolated molecule of C11H23N3O3.

For the max |F|, the calculation gives 5.268 eV Å⁻¹. The net charge is 0. As for the gap between HOMO and LUMO: 9.56 eV. The LUMO energy is 0.5 eV. The total energy is -22392.167 eV. Its SMILES is CC(C)[C@H](NC(=O)[C@@H](N)CCCCN)C(=O)O.

```
40
Properties=species:S:1:pos:R:3:nbo_charge:R:1
C -3.855 3.203 -0.928 -0.621
C -3.259 1.713 -1.047 -0.205
C -3.104 1.500 -2.609 -0.623
C -2.026 1.554 -0.141 -0.176
N -1.301 0.320 -0.423 -0.619
C -0.009 0.397 -0.963 0.667
O 0.529 1.311 -1.639 -0.632
C 0.921 -0.825 -0.804 -0.132
N 2.046 -0.773 -1.696 -0.837
C 1.499 -0.887 0.639 -0.384
C 2.252 -2.193 0.898 -0.397
C 3.712 -2.343 0.401 -0.400
C 4.326 -3.695 0.826 -0.207
N 4.642 -3.554 2.242 -0.825
C -2.305 1.690 1.320 0.790
O -2.705 2.693 1.873 -0.596
O -2.182 0.584 2.007 -0.680
H -4.734 3.314 -1.675 0.215
H -4.149 3.470 0.141 0.236
H -3.057 3.967 -1.152 0.207
H -4.100 1.120 -0.609 0.201
H -4.084 1.653 -3.237 0.221
H -2.247 2.175 -2.916 0.223
H -2.801 0.570 -3.016 0.216
H -1.337 2.336 -0.338 0.254
H -1.459 -0.528 0.080 0.409
H 0.327 -1.716 -1.004 0.193
H 2.639 0.037 -1.562 0.371
H 1.907 -0.812 -2.678 0.369
H 2.064 0.085 0.878 0.213
H 0.553 -1.008 1.177 0.200
H 2.249 -2.458 1.929 0.219
H 1.665 -2.944 0.363 0.185
H 3.775 -2.155 -0.638 0.230
H 4.261 -1.582 0.996 0.181
H 5.283 -3.902 0.244 0.158
H 3.680 -4.496 0.780 0.184
H 5.327 -2.840 2.355 0.343
H 4.958 -4.337 2.613 0.343
H -2.473 0.716 2.912 0.509
```

---

No. 4
DFT (ωB97M-V with the def2-TZVPD basis set) results for a structure of composition C11H23N3PdSSe4.

For the max |F|, the calculation gives 0.152 eV Å⁻¹. The net charge is -2. As for the gap between HOMO and LUMO: 4.73 eV. The LUMO energy is 4.6 eV. The total energy is -291954.971 eV.

```
43
Properties=species:S:1:pos:R:3:nbo_charge:R:1
Pd 1.395 0.482 0.903 0.318
Se -0.009 -1.304 -0.200 -0.604
Se 2.287 -1.573 0.148 -0.312
Se 3.481 1.307 1.875 -0.491
Se 3.784 3.510 1.023 -0.799
C 1.164 6.533 0.766 -0.631
C 1.412 6.728 -0.728 -0.383
C 1.661 5.436 -1.507 -0.421
C 0.548 4.399 -1.397 -0.219
N 0.670 3.611 -0.184 -0.651
C -0.322 2.916 0.326 0.343
S -1.895 2.897 -0.274 -0.362
N 0.006 2.161 1.479 -0.660
C 0.521 2.943 2.630 -0.256
C -0.484 3.956 3.152 -0.420
C 0.125 4.805 4.261 -0.393
C -0.829 5.880 4.766 -0.598
H 1.134 7.495 1.284 0.187
H 1.947 5.915 1.214 0.246
H 0.209 6.034 0.941 0.202
H 2.282 7.378 -0.865 0.189
H 0.559 7.255 -1.174 0.174
H 2.599 4.977 -1.182 0.248
H 1.778 5.684 -2.567 0.190
H 0.583 3.713 -2.250 0.203
H -0.441 4.865 -1.410 0.209
H 1.636 3.506 0.209 0.456
H -0.835 1.664 1.745 0.402
H 1.454 3.422 2.324 0.259
H 0.794 2.217 3.395 0.223
H -1.383 3.446 3.520 0.194
H -0.813 4.608 2.335 0.200
H 1.044 5.266 3.885 0.210
H 0.426 4.155 5.089 0.193
H -1.109 6.558 3.957 0.197
H -0.380 6.477 5.564 0.192
H -1.748 5.434 5.156 0.195
C -2.807 -0.207 1.902 -0.776
C -3.156 0.143 3.273 0.321
N -3.434 0.431 4.351 -0.403
H -3.501 -0.952 1.516 0.244
H -1.800 -0.633 1.848 0.302
H -2.842 0.681 1.267 0.283
```

---

No. 5
DFT (ωB97M-V with the def2-TZVPD basis set) results for an isolated molecule of C11H23NS3.

For the max |F|, the calculation gives 3.526 eV Å⁻¹. The net charge is 0. As for the gap between HOMO and LUMO: 8.77 eV. The LUMO energy is 0.6 eV. The total energy is -45774.805 eV. Its SMILES is CCCCCCSSC(=S)N(CC)CC.

```
38
Properties=species:S:1:pos:R:3:nbo_charge:R:1
C -0.454 -2.273 4.876 -0.606
C 0.296 -0.929 4.732 -0.386
C 0.458 -0.247 3.372 -0.397
C 1.146 -1.061 2.330 -0.414
C 1.423 -0.289 1.073 -0.402
C 2.525 0.792 1.067 -0.542
S 2.882 1.415 -0.618 0.159
S 1.068 1.898 -1.391 0.080
C 0.648 0.451 -2.457 -0.058
S 1.738 -0.673 -2.839 -0.114
N -0.541 0.608 -3.062 -0.437
C -1.534 1.616 -2.607 -0.224
C -1.461 3.021 -3.224 -0.632
C -0.871 -0.280 -4.113 -0.226
C -1.780 -1.476 -3.603 -0.625
H -0.481 -2.489 5.893 0.211
H -1.495 -2.137 4.473 0.198
H 0.010 -3.092 4.335 0.207
H 1.239 -1.035 5.207 0.189
H -0.101 -0.074 5.352 0.196
H 0.970 0.655 3.482 0.200
H -0.565 0.178 3.120 0.190
H 2.174 -1.136 2.621 0.200
H 0.636 -2.009 1.962 0.218
H 1.740 -0.980 0.285 0.218
H 0.493 0.124 0.618 0.198
H 3.384 0.443 1.602 0.228
H 2.193 1.583 1.750 0.205
H -2.483 1.249 -2.864 0.210
H -1.422 1.738 -1.481 0.224
H -1.719 3.124 -4.273 0.212
H -0.436 3.445 -3.168 0.222
H -2.134 3.702 -2.707 0.221
H -0.018 -0.738 -4.531 0.243
H -1.456 0.237 -4.855 0.196
H -2.824 -1.225 -3.398 0.200
H -1.424 -1.896 -2.556 0.220
H -1.824 -2.239 -4.401 0.217
```

---

No. 6
DFT (ωB97M-V with the def2-TZVPD basis set) results for an isolated molecule of C11H23NSi.

For the max |F|, the calculation gives 4.634 eV Å⁻¹. The net charge is 0. As for the gap between HOMO and LUMO: 9.77 eV. The LUMO energy is 0.8 eV. The total energy is -21146.176 eV. Its SMILES is [H]/N=C(/C(C)=C/C)[C@H](CC)[Si](C)(C)C.

```
36
Properties=species:S:1:pos:R:3:nbo_charge:R:1
H -0.412 -1.067 2.374 0.350
N 0.580 -1.047 1.982 -0.655
C 0.830 -0.434 0.924 0.334
C 2.286 -0.385 0.548 -0.081
C 3.191 -0.343 1.684 -0.678
C 2.696 -0.345 -0.710 -0.128
C 4.103 -0.018 -1.122 -0.651
C -0.173 0.147 -0.091 -0.715
C -0.197 1.739 0.042 -0.370
C -0.659 2.557 -1.189 -0.609
Si -1.971 -0.532 -0.009 1.597
C -2.026 -2.465 0.367 -1.070
C -3.149 0.174 1.252 -1.141
C -2.794 -0.444 -1.783 -1.100
H 4.019 -1.033 1.458 0.217
H 3.585 0.709 1.931 0.218
H 2.611 -0.774 2.552 0.268
H 1.946 -0.500 -1.440 0.183
H 3.955 0.716 -1.884 0.218
H 4.729 -0.727 -1.607 0.222
H 4.433 0.332 -0.224 0.217
H 0.191 0.164 -1.026 0.240
H 0.706 2.204 0.310 0.211
H -0.873 2.066 0.927 0.189
H -1.675 2.623 -1.337 0.203
H -0.266 3.567 -1.029 0.211
H -0.218 2.252 -2.109 0.201
H -1.242 -2.785 1.117 0.234
H -2.950 -2.750 0.748 0.224
H -1.923 -3.074 -0.502 0.229
H -4.180 0.202 0.787 0.251
H -3.255 -0.470 2.149 0.246
H -2.915 1.188 1.568 0.239
H -3.092 0.519 -2.195 0.231
H -2.159 -0.990 -2.538 0.233
H -3.731 -0.976 -1.927 0.239
```

---

Quick rundown of E_HOMO, same order as above: -8.614; -4.244; -9.060; -0.142; -8.124; -8.953 eV